Entry 1:
8
Properties=species:S:1:pos:R:3:forces:R:3 method="wB97M-V/def2-TZVPD" orbital_gap_ev=7.667 total_energy_ev=-19410.6119 de_lowest_kj_mol=146.6 lumo_ev=-1.269
C 1.233 0.161 -0.038 2.25 5.65 -0.49
C -0.103 0.425 -0.072 3.48 -2.01 0.64
C -1.011 -0.580 0.048 -5.64 -3.61 0.33
H 1.814 1.214 -0.068 -0.96 -2.58 0.13
H -0.837 -1.659 0.313 1.07 1.41 -0.50
F 2.121 -0.843 -0.084 -2.08 -0.04 0.11
F -0.551 1.652 -0.013 0.38 1.08 -0.31
S -2.667 -0.369 -0.085 1.51 0.11 0.08

Entry 2:
10
Properties=species:S:1:pos:R:3:forces:R:3 method="wB97M-V/def2-TZVPD" orbital_gap_ev=9.117 total_energy_ev=-15514.2865 de_lowest_kj_mol=249.5 lumo_ev=0.677
C 0.819 0.130 0.922 0.33 0.15 0.28
C 0.724 0.734 2.136 -3.93 -0.16 -3.48
C -1.027 -0.378 -0.791 -2.92 0.41 1.05
N -0.330 0.433 0.186 0.91 0.59 0.75
S -1.051 1.309 1.501 1.82 -0.30 0.95
H 1.665 -0.419 0.542 0.02 -0.20 -0.36
H 1.345 1.061 2.901 0.75 0.45 1.14
H -2.138 -0.611 -0.286 2.88 0.17 -1.69
H -1.155 0.047 -1.833 0.05 0.13 1.41
H -0.419 -1.238 -0.917 0.08 -1.25 -0.06